(1)
23
Properties=species:S:1:pos:R:3 method="wB97M-V/def2-TZVPD" total_energy_ev=-38954.9105 spin_multiplicity=1 total_charge=0 de_lowest_kcal_mol=6.6 largest_force_ev_per_a=0.95 homo_energy_ev=-8.350 lumo_ha=0.0263 smiles=C1CCSSC1.CSC
C -0.640 0.823 -1.440
C 0.054 -0.385 -2.079
C 0.398 -1.502 -1.097
S -1.080 -2.259 -0.367
S -1.795 -0.619 0.636
C -1.978 0.501 -0.778
H 0.029 1.272 -0.680
H -0.815 1.584 -2.225
H 0.991 -0.040 -2.556
H -0.594 -0.803 -2.873
H 0.927 -2.328 -1.611
H 1.052 -1.142 -0.279
H -2.692 0.053 -1.494
H -2.444 1.418 -0.368
C 1.408 -0.899 2.005
S 1.848 0.615 1.135
C 0.543 1.672 1.783
H 2.130 -1.682 1.716
H 0.394 -1.239 1.735
H 1.455 -0.764 3.098
H -0.457 1.288 1.517
H 0.604 1.762 2.881
H 0.663 2.675 1.340

---

(2)
51
Properties=species:S:1:pos:R:3 method="wB97M-V/def2-TZVPD" total_energy_ev=-185644.3218 spin_multiplicity=1 total_charge=+2 de_lowest_kcal_mol=17.9 largest_force_ev_per_a=2.66 homo_energy_ev=-13.168 lumo_ha=-0.3189
In 1.428 1.156 0.709
Se 0.501 3.188 -0.795
P -1.405 2.049 -0.436
Se -1.091 0.172 0.666
C -2.044 1.702 -2.091
C -2.079 2.739 -3.027
C -2.518 2.485 -4.314
C -2.912 1.202 -4.673
C -2.887 0.175 -3.741
C -2.452 0.420 -2.447
C -2.480 3.162 0.489
C -2.596 4.487 0.060
C -3.353 5.378 0.798
C -3.980 4.955 1.964
C -3.882 3.636 2.378
C -3.130 2.732 1.642
H -1.757 3.739 -2.762
H -2.546 3.288 -5.037
H -3.244 1.007 -5.684
H -3.207 -0.819 -4.020
H -2.435 -0.382 -1.721
H -2.086 4.830 -0.832
H -3.441 6.404 0.470
H -4.542 5.666 2.555
H -4.381 3.310 3.279
H -3.045 1.705 1.970
N 2.765 -3.178 1.179
C 2.918 -3.577 2.535
C 3.315 -4.872 2.812
C 3.465 -5.294 4.126
C 3.210 -4.420 5.168
C 2.815 -3.116 4.895
C 2.677 -2.699 3.586
S 2.203 -1.020 3.258
N 2.196 -0.965 1.570
C 2.439 -1.946 0.768
C 2.319 -1.673 -0.693
C 2.532 -2.618 -1.681
C 2.330 -2.263 -3.009
C 1.926 -0.976 -3.318
C 1.766 -0.080 -2.273
N 1.956 -0.429 -1.003
H 2.936 -3.896 0.496
H 3.511 -5.558 1.996
H 3.780 -6.307 4.330
H 3.317 -4.747 6.192
H 2.615 -2.424 5.703
H 2.853 -3.624 -1.452
H 2.492 -2.989 -3.794
H 1.749 -0.665 -4.337
H 1.476 0.948 -2.455

---

(3)
14
Properties=species:S:1:pos:R:3 method="wB97M-V/def2-TZVPD" total_energy_ev=-9495.2652 spin_multiplicity=1 total_charge=0 de_lowest_kcal_mol=22.1 largest_force_ev_per_a=3.49 homo_energy_ev=-11.175 lumo_ha=0.0325
H 0.491 2.716 -0.375
N 0.513 1.773 0.042
C -0.538 1.120 0.039
F -1.715 1.656 -0.392
C -0.690 -0.138 0.757
C -0.796 -1.290 -0.197
H -1.620 -0.094 1.326
H 0.012 -0.202 1.572
H 0.049 -1.285 -0.760
H -1.644 -1.111 -0.724
H -0.879 -2.256 0.203
O 2.192 -0.586 -0.751
H 2.966 -0.483 -0.290
H 1.659 0.180 -0.452

---

(4)
22
Properties=species:S:1:pos:R:3 method="wB97M-V/def2-TZVPD" total_energy_ev=-10429.4734 spin_multiplicity=2 total_charge=+1 de_lowest_kcal_mol=62.5 largest_force_ev_per_a=1.48 homo_energy_ev="-7.515 / -11.223" lumo_ha="-0.1039 / -0.1053"
C -1.095 -1.899 -0.624
O -1.173 -2.525 -1.906
C 0.272 -1.157 -0.525
C 0.148 0.377 -0.447
C 0.137 0.804 0.990
C -0.024 2.174 1.254
N 0.248 2.762 2.568
N 1.073 -1.493 -1.758
H -1.887 -1.187 -0.456
H -1.035 -2.702 0.105
H -2.003 -2.308 -2.346
H 0.805 -1.466 0.368
H -0.864 0.613 -0.815
H 0.822 0.916 -1.137
H 0.456 0.107 1.757
H -0.462 2.832 0.524
H 0.175 3.744 2.489
H 1.190 2.617 2.910
H -0.408 2.396 3.252
H 1.087 -2.486 -1.980
H 1.975 -1.030 -1.684
H 0.563 -1.088 -2.537

---

(5)
79
Properties=species:S:1:pos:R:3 method="wB97M-V/def2-TZVPD" total_energy_ev=-119817.1653 spin_multiplicity=1 total_charge=-1 de_lowest_kcal_mol=0.0 largest_force_ev_per_a=7.03 homo_energy_ev=-4.057 lumo_ha=0.0697
C -2.721 0.352 -10.997
O -1.789 0.655 -9.940
C -1.541 2.076 -9.822
C -0.540 2.274 -8.549
C -0.908 3.585 -7.713
C -1.823 3.384 -6.416
F -2.384 4.727 -6.175
C -3.135 2.464 -6.654
O -3.140 1.309 -7.189
O -4.367 2.948 -6.192
N -1.099 3.071 -5.156
C -0.095 4.098 -4.779
C 0.551 3.600 -3.363
O -0.072 3.611 -2.281
Br 2.465 2.970 -3.286
B -0.607 1.669 -5.058
O 0.691 1.175 -5.454
O -1.546 0.675 -4.540
H -3.629 1.046 -11.050
H -2.178 0.231 -12.015
H -3.144 -0.702 -10.765
H -2.561 2.575 -9.581
H -1.133 2.547 -10.784
H -0.576 1.287 -7.983
H 0.503 2.457 -9.021
H -1.507 4.279 -8.423
H 0.073 4.151 -7.507
H -0.516 5.136 -4.562
H 0.807 4.177 -5.493
H 0.515 0.256 -5.785
H -1.084 0.059 -3.932
C 2.144 0.284 3.768
O 0.737 0.087 3.715
C 0.003 1.301 3.548
C -0.613 1.378 2.146
N 0.412 1.574 1.123
C -0.061 1.360 -0.247
C -0.601 -0.035 -0.609
O 0.389 -1.061 -0.626
C 0.700 -1.606 0.645
H 2.603 -0.650 4.098
H 2.541 0.522 2.777
H 2.410 1.073 4.477
H 0.605 2.188 3.769
H -0.816 1.269 4.275
H -1.323 2.209 2.109
H -1.168 0.447 1.982
H 1.181 0.937 1.295
H 0.785 1.572 -0.907
H -0.829 2.107 -0.475
H -0.977 0.026 -1.636
H -1.460 -0.332 0.003
H -0.166 -1.632 1.312
H 1.519 -1.047 1.102
H 1.053 -2.629 0.500
C 1.881 -6.102 7.660
O 2.066 -5.076 8.626
C 3.089 -4.144 8.275
C 2.484 -2.784 7.906
N 1.768 -2.846 6.632
C 0.923 -1.681 6.364
C -0.220 -1.381 7.349
O -1.271 -2.341 7.336
C -1.024 -3.504 8.108
H 1.240 -6.867 8.100
H 1.380 -5.714 6.768
H 2.833 -6.563 7.382
H 3.743 -4.519 7.482
H 3.702 -4.007 9.172
H 3.285 -2.041 7.834
H 1.817 -2.491 8.724
H 1.182 -3.672 6.619
H 0.480 -1.837 5.376
H 1.562 -0.793 6.281
H -0.679 -0.440 7.029
H 0.134 -1.206 8.371
H -0.429 -3.294 9.001
H -0.539 -4.266 7.494
H -1.985 -3.914 8.425